No. 1
ORCA calculation (ωB97M-V/def2-TZVPD) on a molecular structure, C17H19N4PdSi.

Positions of all 42 atoms, in Å:
Pd (0.077130, -0.105923, 0.041889)
N (-0.336947, -2.199130, -0.414189)
C (0.255757, -2.877038, -1.531272)
C (-0.535035, -3.634417, -2.380642)
C (0.046656, -4.258964, -3.470936)
C (1.405939, -4.118130, -3.709359)
C (2.181114, -3.332165, -2.874263)
C (1.615149, -2.691793, -1.773138)
C (2.399591, -1.737003, -0.976129)
C (3.779269, -1.944580, -0.781840)
C (4.593654, -1.002208, -0.189009)
C (4.077975, 0.211410, 0.243947)
C (2.712777, 0.447828, 0.128832)
C (1.939919, -0.526888, -0.469781)
H (-1.339829, -2.354570, -0.394822)
H (0.039939, -2.513404, 0.479237)
H (-1.592831, -3.756002, -2.180017)
H (-0.564010, -4.857008, -4.132897)
H (1.859092, -4.601461, -4.563480)
H (3.228628, -3.181240, -3.095527)
H (4.200172, -2.886216, -1.110943)
H (5.644554, -1.219473, -0.056539)
H (4.716633, 0.960164, 0.691712)
H (2.281980, 1.367544, 0.505982)
N (-3.016299, 2.542467, 4.568648)
C (-2.392856, 1.624080, 4.250850)
N (-1.705961, 0.553550, 3.907750)
C (-1.015481, 0.344227, 2.898393)
N (-0.295207, -0.015635, 2.024395)
C (0.283492, 2.735515, -1.001045)
Si (-1.172853, 1.924883, -0.153974)
C (-2.472382, 1.284408, -1.321646)
C (-1.790717, 2.752035, 1.377050)
H (-0.148781, 3.603871, -1.516152)
H (0.775957, 2.136538, -1.767825)
H (1.024255, 3.106791, -0.295614)
H (-2.939915, 2.184175, -1.743017)
H (-3.255088, 0.718309, -0.818035)
H (-2.080834, 0.703557, -2.156436)
H (-2.206632, 3.721337, 1.079038)
H (-0.997842, 2.942671, 2.098880)
H (-2.588831, 2.197559, 1.867794)

Atomic forces in eV per Å
0.3872 -0.9164 -0.0478
0.0998 0.2332 -0.0208
0.0603 0.0820 -0.1726
0.0957 -0.0568 0.1095
-0.0291 -0.0414 -0.0311
0.0255 -0.0063 -0.0174
-0.0561 -0.0645 0.0808
-0.3118 0.0401 -0.0620
0.5092 0.3501 0.0223
-0.1800 -0.0715 -0.1909
0.0486 0.0321 0.0297
-0.0902 0.1091 -0.0036
0.1834 -0.3318 -0.1079
-0.1287 -0.0023 0.1370
-0.0191 0.0686 0.0573
-0.0372 -0.2479 -0.0617
-0.0087 0.0015 0.0057
0.0036 -0.0068 -0.0051
-0.0023 0.0005 -0.0069
-0.0008 0.0062 -0.0294
0.0111 0.0060 0.0275
0.0072 0.0162 0.0002
0.0022 -0.0011 -0.0022
-0.0416 -0.0165 0.0979
0.0300 -0.0894 -0.0150
-0.0394 0.3295 0.1478
-0.0552 -0.3729 -0.0600
0.0687 -0.0812 0.3139
-0.3029 0.5106 -0.0974
-0.1191 -0.0435 0.0364
-0.1710 0.3399 0.1427
0.0690 0.0828 0.1156
0.0303 0.1341 -0.4006
-0.0047 -0.0082 0.0032
-0.0220 -0.0534 0.0189
-0.0247 0.0258 0.0288
-0.0290 -0.0385 -0.0187
0.0087 0.0105 0.0482
0.0636 0.0094 0.0109
-0.0163 0.0059 0.0475
0.0255 0.0234 -0.0283
-0.0399 0.0329 -0.1023

Electronic energy = -1295.28551 hartree
Energy relative to the best compared isomer or geometry (same formula, charge and spin) = 200.6 kJ/mol
Highest occupied orbital energy = -11.89 eV
E_LUMO = -0.194 Eh
Total charge = +1

Atom charges from the Löwdin analysis, given in e for atoms 1 to 5: 0.787, 0.057, -0.240, -0.017, -0.054


No. 2
ORCA calculation (ωB97M-V/def2-TZVPD) on 7 unconnected molecules or ions with the total composition C30H75ClN6O9 at a distorted geometry.

Positions of all 121 atoms, in Å:
N (-0.150161, -0.432263, 0.626062)
H (-0.558905, -0.979776, 1.369878)
H (-0.518331, -0.576078, -0.303377)
H (0.834009, -0.651161, 0.685928)
H (-0.070834, 0.559970, 0.797171)
Cl (1.305527, 0.235779, 4.734990)
O (0.817274, 0.897167, 3.494368)
O (2.231825, -0.867570, 4.468071)
O (1.917259, 1.149854, 5.683996)
O (0.165082, -0.312785, 5.393216)
C (-2.534458, 2.470703, 4.342992)
C (-3.001744, 3.344589, 3.135257)
C (-3.718659, 4.623720, 3.603839)
C (-2.849855, 5.780506, 4.015272)
C (-1.917124, 6.127853, 2.852349)
C (-1.038983, 4.888974, 2.294303)
N (-1.907086, 3.685737, 2.204284)
O (-1.355057, 2.633821, 1.483650)
C (-0.455010, 5.302383, 0.967314)
C (0.090736, 4.566350, 3.274679)
C (-4.128059, 2.616183, 2.342355)
H (-1.825458, 2.859126, 5.074115)
H (-1.967157, 1.597733, 4.020189)
H (-3.415332, 2.003804, 4.783633)
H (-4.418660, 5.011255, 2.863632)
H (-4.295659, 4.407692, 4.503011)
H (-2.331137, 5.388455, 4.890104)
H (-3.453357, 6.643587, 4.296277)
H (-1.272937, 6.866372, 3.329537)
H (-2.432381, 6.501026, 1.967273)
H (0.299761, 4.580941, 0.654347)
H (-1.133187, 5.344343, 0.115013)
H (-0.022164, 6.292871, 1.107590)
H (0.512645, 3.575608, 3.105824)
H (0.836570, 5.354559, 3.377476)
H (-0.304949, 4.449024, 4.283529)
H (-3.912385, 1.613139, 1.974254)
H (-4.405270, 3.234969, 1.488913)
H (-5.038803, 2.515370, 2.932670)
H (-0.814220, 2.316651, 2.210638)
C (2.419393, 0.177567, -4.863122)
C (2.589105, -1.432302, -4.869842)
C (3.995202, -1.706093, -4.272705)
C (4.142852, -3.154560, -3.731065)
C (2.935597, -3.591862, -2.815805)
C (1.499911, -3.361256, -3.498824)
N (1.509762, -1.991831, -4.049177)
O (0.264191, -1.471165, -4.389905)
C (1.321310, -4.520059, -4.522111)
C (0.527029, -3.487183, -2.334271)
C (2.564956, -1.808417, -6.389146)
H (1.496377, 0.438421, -5.380915)
H (3.199156, 0.646070, -5.463601)
H (2.372464, 0.641774, -3.878034)
H (4.711767, -1.607316, -5.088104)
H (4.235823, -1.032678, -3.450078)
H (5.095413, -3.342784, -3.235784)
H (4.227024, -3.933203, -4.489180)
H (3.175796, -2.940293, -1.975653)
H (2.943272, -4.572280, -2.339532)
H (0.422252, -4.420277, -5.130249)
H (2.106143, -4.585891, -5.275641)
H (1.245067, -5.484769, -4.020493)
H (0.533448, -2.699086, -1.581303)
H (-0.514294, -3.434994, -2.652087)
H (0.643009, -4.424722, -1.790516)
H (3.441614, -1.392055, -6.885341)
H (1.649990, -1.488432, -6.887707)
H (2.606620, -2.883125, -6.566292)
H (0.066719, -1.892105, -5.229794)
C (4.628672, -0.576123, 0.624745)
C (3.153776, -0.112679, 0.717419)
C (2.682120, 0.849286, -0.313217)
O (1.498143, 1.465472, 0.053948)
C (1.188552, 2.543708, -0.825505)
N (2.421831, -1.297800, 0.516461)
H (4.910704, -1.216676, 1.460357)
H (5.339354, 0.245542, 0.713557)
H (4.860799, -1.175276, -0.255737)
H (3.026646, 0.232775, 1.743389)
H (2.794862, 0.418350, -1.308043)
H (3.422731, 1.647972, -0.271956)
H (1.949098, 3.310000, -0.675633)
H (0.185195, 2.881469, -0.566066)
H (1.272531, 2.211765, -1.860323)
H (2.729706, -2.048487, 1.117943)
H (2.706163, -1.704265, -0.363326)
C (-0.907796, -3.606498, 4.129836)
C (-0.728051, -2.912751, 2.755340)
C (-1.183732, -3.880877, 1.617437)
O (-0.282505, -5.010754, 1.632852)
C (-0.879023, -6.222098, 1.140126)
N (-1.409829, -1.649136, 2.752158)
H (-1.986150, -3.748949, 4.200295)
H (-0.503521, -3.082574, 4.995959)
H (-0.376312, -4.555769, 4.197042)
H (0.354160, -2.782777, 2.753332)
H (-1.076853, -3.417442, 0.636672)
H (-2.178759, -4.253658, 1.860461)
H (0.012460, -6.826622, 0.973088)
H (-1.343471, -6.191652, 0.154488)
H (-1.415871, -6.849303, 1.851816)
H (-2.371449, -1.721442, 3.052402)
H (-1.026657, -1.043242, 3.463618)
C (-2.630981, -1.681724, -1.899160)
C (-2.128244, -0.272775, -2.160425)
C (-2.802142, 0.825614, -1.305665)
O (-2.566388, 2.074023, -1.937343)
C (-3.377081, 3.137241, -1.484027)
N (-0.683430, -0.226293, -1.943466)
H (-2.287915, -2.403243, -2.640659)
H (-3.718066, -1.605225, -1.876655)
H (-2.338201, -2.026394, -0.907395)
H (-2.286361, -0.167193, -3.233718)
H (-2.492556, 0.860841, -0.261151)
H (-3.874177, 0.633076, -1.263526)
H (-3.149875, 3.472751, -0.472134)
H (-4.439755, 2.894723, -1.486956)
H (-3.183584, 3.912284, -2.225616)
H (-0.256345, -0.869437, -2.594666)
H (-0.442758, 0.656673, -2.370722)

Atomic forces in eV per Å
0.1270 0.6500 1.4906
-1.2880 0.0704 0.7862
0.0716 0.0195 -1.1501
1.1944 -1.1573 -0.7000
-0.6395 0.1957 0.2351
1.0707 -0.7572 1.8098
0.7552 -0.0578 0.2550
-0.6884 1.4052 -0.9765
-0.1172 0.2319 -1.6932
-1.5769 -0.5050 -0.1083
0.7511 -0.9702 -0.7731
-1.5824 -0.0213 0.2548
-0.4963 0.9035 0.5861
0.3783 -1.0565 -0.8249
0.6253 -1.2265 0.6375
-1.1923 1.9000 0.9538
0.4038 0.1279 -0.0407
-1.0959 1.5201 0.8086
0.3500 -0.6259 -0.8050
-0.4474 -0.9348 1.2950
0.2211 -0.3549 -0.5020
-0.5453 0.7794 0.0606
0.0519 -0.1971 -0.5567
-0.0684 0.5442 0.2387
-0.0617 -0.4298 -0.3017
-0.2724 -0.6347 -0.2529
0.5663 0.6855 0.1311
0.0798 -0.0773 0.0516
0.5853 0.1413 -0.9744
-0.2044 0.3845 0.3038
0.2759 0.3048 0.1803
-0.4773 0.1346 0.2882
0.1333 -0.1441 -0.0580
0.6207 0.1833 -0.4011
-0.0103 -0.0948 -0.6395
-0.2406 0.1847 0.1140
0.4568 0.0407 0.0885
0.0580 -0.0412 -0.0745
0.2604 0.2230 0.3753
1.2708 -1.5286 0.3444
-0.3940 -1.2281 -0.5811
0.2540 2.1692 -0.4937
-0.5854 -1.9059 0.2272
-0.8495 -1.7408 -0.2116
0.5845 1.7408 -0.7480
2.2222 -0.3060 0.7571
1.3278 0.0992 1.3894
-0.2054 -0.6110 -0.4064
-0.3992 0.3994 -0.1977
-1.3269 0.1439 -0.0360
-0.1091 -0.6747 0.6274
-0.1050 -0.0653 0.0908
0.2995 -0.1708 0.2114
0.2023 -0.3259 0.1741
0.1123 0.3855 0.2092
-0.1286 0.2548 -0.1291
-0.0223 0.5665 0.5093
-0.2138 0.3811 -0.8426
-1.1613 0.4421 0.4487
0.3415 -0.3263 -0.7025
-0.3773 0.1711 0.1948
0.3360 0.1100 0.3569
0.0746 0.0631 0.1046
0.8249 0.2607 -0.0944
-0.0479 -0.3777 -0.3748
0.1681 -0.1139 -0.2040
-0.2228 0.2346 -0.0523
0.0423 0.3563 0.0041
0.1455 -0.1424 0.2269
-0.6083 -0.0126 -0.5010
0.7446 1.1998 0.2099
2.1662 -1.0913 0.6463
2.7142 1.6401 0.7748
-1.2499 0.2352 -0.6240
0.4483 -0.5279 0.4138
-1.5943 -2.6056 0.0721
-0.5277 -0.0664 0.2318
0.0956 0.1690 -0.3281
-0.1897 0.2623 -0.3701
-0.4305 0.3685 -0.0879
-0.8552 -0.1695 -0.3742
0.4972 0.3031 -0.4011
-0.1098 0.4123 -0.0203
0.1276 0.0380 -0.3083
-0.3206 0.0426 -0.1720
-0.1514 0.0655 0.8548
-0.2916 0.2196 -0.7050
-0.1388 -0.4815 -0.4396
0.6246 -1.9257 1.6176
1.4563 -0.1879 1.2215
-1.4505 0.1388 -0.2234
2.2011 -0.5953 -0.0621
-0.4919 0.8979 -0.3888
-0.0952 -0.3066 0.6365
-0.2825 0.7123 -0.3000
-0.3050 -0.2550 -0.4375
0.1331 0.4878 -0.8956
-0.5222 0.2033 -0.1539
-0.3486 0.2898 -0.3483
0.0882 -0.2288 -0.1908
-0.4513 0.6088 0.1451
-0.6522 0.7329 0.3012
-0.3399 -0.4909 -0.2068
0.5915 0.1021 0.3211
-0.6209 0.4675 0.9281
0.2177 -0.7076 0.0968
-0.4460 -0.2854 -1.0584
0.0840 -0.2475 0.3597
0.1987 -0.0857 -0.6756
-0.1548 0.5504 -0.8196
-0.1350 0.2252 0.0028
-0.1228 -0.4912 -0.2512
0.1297 -0.1505 0.1097
-0.5984 0.9178 -0.0252
0.5141 -0.2365 0.1399
-0.3348 -0.0291 -0.1949
0.3803 0.0681 0.1615
-0.1693 -0.2227 -0.1872
-0.2094 0.3103 0.3687
0.1032 -0.4109 -0.0681
0.5930 0.5382 0.2911

Electronic energy = -2653.18928 hartree
Expectation value of S² = 0.75
2S+1 = 2
Highest occupied orbital energy (alpha / beta) = -10.74 / -10.74 eV
E_LUMO (alpha / beta) = -0.068 / -0.229 Eh
Total charge = +1

Atom charges from the Löwdin analysis, given in e for atoms 1 to 5: 0.261, 0.040, 0.031, 0.038, 0.076


- Which of these has the lowest electronic energy?
  C30H75ClN6O9